This record from the OMol25 dataset describes 5 unconnected molecules or ions with the total composition C48H105BrN4O10S. The level of theory is ωB97M-V with the def2-TZVPD basis set.

The geometry in XYZ format:
```
169
Properties=species:S:1:pos:R:3:lowdin_charge:R:1
C -2.02 -3.91 1.61 -0.1160
C -3.39 -3.36 1.13 -0.2548
C -3.25 -2.64 -0.26 -0.2090
C -3.76 -1.17 -0.11 -0.2132
C -3.39 -0.26 -1.33 -0.2193
C -2.22 0.71 -1.03 -0.2093
C -2.68 1.98 -0.21 -0.2109
C -2.06 3.29 -0.82 -0.2090
C -2.00 4.36 0.32 -0.2175
C -2.15 5.82 -0.20 -0.1906
C -1.49 6.82 0.83 -0.1879
C -2.44 8.03 1.14 -0.2010
C -2.39 8.36 2.65 -0.7484
S -3.18 7.00 3.64 0.8564
O -1.05 8.54 3.11 -0.0191
C -1.23 9.04 4.41 -0.4460
O -0.85 8.50 5.39 0.1865
C -2.04 10.33 4.16 -0.2139
C -2.66 11.12 5.33 -0.1482
C -1.89 11.01 6.68 -0.1985
C -2.26 12.12 7.71 -0.1858
C -1.06 13.13 7.91 -0.2021
C -0.89 13.47 9.42 -0.2229
C 0.48 14.17 9.72 -0.2223
C 1.56 13.05 9.88 -0.2661
C 2.94 13.68 10.25 -0.1195
C -3.09 9.71 3.15 -0.6290
Br -3.79 10.90 1.77 0.7175
H -1.28 -3.10 1.70 0.0746
H -1.64 -4.62 0.84 0.0499
H -2.08 -4.42 2.59 0.0701
H -4.14 -4.17 1.13 0.0909
H -3.72 -2.62 1.88 0.0947
H -2.21 -2.66 -0.61 0.1019
H -3.90 -3.18 -0.98 0.1051
H -4.86 -1.20 -0.04 0.1111
H -3.33 -0.72 0.80 0.1072
H -3.06 -0.91 -2.17 0.1024
H -4.31 0.25 -1.67 0.1025
H -1.46 0.14 -0.46 0.1099
H -1.75 1.09 -1.95 0.0969
H -3.77 2.03 -0.12 0.1106
H -2.24 1.90 0.81 0.1042
H -2.69 3.62 -1.67 0.1123
H -1.06 3.01 -1.18 0.1062
H -1.04 4.24 0.84 0.1140
H -2.85 4.17 1.00 0.1100
H -1.64 5.90 -1.17 0.1075
H -3.22 6.07 -0.30 0.1016
H -0.53 7.18 0.42 0.1131
H -1.30 6.22 1.74 0.0783
H -2.05 8.90 0.60 0.1004
H -3.48 7.79 0.90 0.1022
H -4.45 7.02 3.13 -0.0852
H -1.49 11.03 3.50 0.1447
H -3.73 10.89 5.50 0.1218
H -2.63 12.19 5.04 0.1202
H -0.81 10.96 6.49 0.1082
H -2.16 10.04 7.13 0.1106
H -2.36 11.62 8.69 0.0981
H -3.20 12.65 7.50 0.1099
H -0.12 12.73 7.50 0.0932
H -1.31 14.05 7.34 0.1096
H -0.88 12.51 9.98 0.0988
H -1.76 14.05 9.77 0.1102
H 0.74 14.89 8.93 0.1094
H 0.37 14.70 10.68 0.1075
H 1.20 12.41 10.70 0.1045
H 1.62 12.45 8.95 0.0995
H 2.81 14.15 11.25 0.0691
H 3.74 12.93 10.29 0.0656
H 3.21 14.49 9.55 0.0695
H -3.90 9.38 3.82 0.0613
C 4.35 -6.97 -0.44 -0.1005
O 4.01 -6.25 -1.61 -0.2361
C 3.55 -7.08 -2.68 -0.1981
C 2.09 -6.77 -2.97 -0.2048
N 1.22 -7.23 -1.90 -0.0423
C -0.15 -6.75 -2.02 -0.1877
C -0.38 -5.25 -1.88 -0.2023
O -0.12 -4.75 -0.58 -0.2229
C 1.23 -4.36 -0.35 -0.0786
H 4.77 -6.27 0.28 0.0904
H 3.46 -7.43 0.01 0.0819
H 5.10 -7.74 -0.65 0.0893
H 3.71 -8.14 -2.47 0.1232
H 4.15 -6.82 -3.56 0.1188
H 1.81 -7.27 -3.91 0.1263
H 2.01 -5.69 -3.12 0.0903
H 1.60 -6.92 -1.01 0.0710
H -0.73 -7.25 -1.24 0.0997
H -0.56 -7.09 -2.98 0.1245
H -1.45 -5.07 -2.05 0.1148
H 0.15 -4.66 -2.64 0.1052
H 1.71 -3.99 -1.26 0.0757
H 1.80 -5.19 0.07 0.0779
H 1.22 -3.56 0.39 0.0899
C 4.91 -0.84 -6.81 -0.1074
O 3.55 -0.60 -7.12 -0.1949
C 3.17 -1.09 -8.40 -0.2140
C 2.16 -2.22 -8.25 -0.2122
N 2.79 -3.40 -7.68 -0.0505
C 1.84 -4.44 -7.28 -0.1969
C 0.90 -4.12 -6.12 -0.2190
O 1.56 -3.95 -4.88 -0.2067
C 2.02 -2.63 -4.62 -0.0840
H 5.13 -0.35 -5.86 0.0832
H 5.11 -1.91 -6.69 0.0771
H 5.57 -0.42 -7.58 0.0886
H 4.03 -1.42 -8.99 0.1219
H 2.69 -0.26 -8.94 0.1204
H 1.74 -2.46 -9.23 0.1226
H 1.35 -1.85 -7.61 0.1057
H 3.32 -3.13 -6.87 0.0696
H 2.44 -5.31 -6.99 0.1166
H 1.25 -4.74 -8.15 0.1181
H 0.24 -4.98 -6.00 0.1199
H 0.24 -3.27 -6.34 0.1117
H 1.38 -1.87 -5.08 0.0933
H 3.05 -2.51 -4.96 0.0692
H 2.01 -2.48 -3.54 0.0792
C 6.56 -3.76 -3.86 -0.1044
O 5.43 -3.00 -3.46 -0.2062
C 4.86 -3.45 -2.22 -0.2081
C 5.03 -2.38 -1.16 -0.2013
N 6.43 -2.24 -0.77 -0.0482
C 6.69 -1.07 0.07 -0.1989
C 6.49 0.31 -0.55 -0.2257
O 7.41 0.60 -1.59 -0.1770
C 7.02 0.18 -2.88 -0.1039
H 6.86 -3.41 -4.85 0.0836
H 7.39 -3.62 -3.17 0.0829
H 6.31 -4.82 -3.93 0.0856
H 5.29 -4.40 -1.90 0.1072
H 3.80 -3.61 -2.40 0.0946
H 4.43 -2.66 -0.28 0.1217
H 4.63 -1.44 -1.56 0.1063
H 6.99 -2.16 -1.60 0.0694
H 7.73 -1.15 0.39 0.1173
H 6.08 -1.15 0.98 0.1170
H 6.68 1.05 0.23 0.1200
H 5.46 0.48 -0.88 0.1093
H 5.93 0.19 -3.01 0.0851
H 7.41 -0.82 -3.10 0.0714
H 7.46 0.86 -3.61 0.0876
C -4.12 -6.71 -0.82 -0.1108
O -3.93 -7.97 -1.44 -0.1945
C -3.08 -8.84 -0.71 -0.2241
C -3.86 -10.04 -0.21 -0.2099
N -4.81 -9.66 0.83 -0.0518
C -5.75 -10.71 1.19 -0.1998
C -6.76 -11.14 0.13 -0.2275
O -7.71 -10.14 -0.21 -0.1786
C -7.30 -9.25 -1.23 -0.0993
H -4.70 -6.08 -1.49 0.0913
H -4.67 -6.81 0.12 0.0824
H -3.16 -6.22 -0.63 0.0693
H -2.58 -8.32 0.12 0.1220
H -2.31 -9.19 -1.40 0.1167
H -3.16 -10.78 0.19 0.1233
H -4.38 -10.49 -1.07 0.1060
H -5.33 -8.85 0.52 0.0687
H -6.32 -10.35 2.06 0.1175
H -5.19 -11.59 1.53 0.1168
H -7.35 -11.97 0.55 0.1195
H -6.28 -11.54 -0.77 0.1091
H -6.64 -9.73 -1.96 0.0891
H -6.81 -8.37 -0.81 0.0707
H -8.20 -8.91 -1.75 0.0871
```

## Properties
Largest force on an atom, eV/A: 2.13
HOMO-LUMO gap, eV: 9.15
Calculated total energy, a.u.: -5835.2655
Total charge: 0
Highest occupied orbital energy, eV: -8.63
SMILES: CCCCCCCCCCCC[C@@]1(S)OC(=O)[C@H](CCCCCCCC)[C@H]1Br.COCCNCCOC.COCCNCCOC.COCCNCCOC.COCCNCCOC
Molecular weight, g mol⁻¹: 1010.357